The following is a DFT calculation (wB97M-V/def2-TZVPD) of a molecular structure, C2H3CaClNO4 at a distorted geometry.

orbital gap = 5.1 eV
charge = +1
relative energy (zero: lowest compared OMol25 entry of this formula, charge and spin) = 31.2 kJ/mol
HOMO level = -0.4860 Eh

The geometry in XYZ format:
```
12
Properties=species:S:1:pos:R:3:nbo_charge:R:1
Ca -17.139 12.607 16.724 1.9433
Cl -16.538 8.743 17.193 2.5450
O -15.413 8.809 16.308 -0.8209
O -17.430 7.679 16.946 -0.7613
O -16.097 8.749 18.592 -0.8217
O -17.325 9.960 17.003 -1.0818
C -13.122 9.994 19.336 -0.7283
C -12.870 8.920 20.286 0.2749
N -12.669 8.105 21.068 -0.2980
H -12.195 10.353 18.890 0.2516
H -13.786 10.744 19.756 0.2302
H -13.597 9.506 18.480 0.2671
```

***

The following is a DFT calculation (wB97M-V/def2-TZVPD) of a molecular structure, C2H3CeO2 at a distorted geometry.

orbital gap (alpha / beta) = 7.0 / 9.4 eV
charge = +3
relative energy (zero: lowest compared OMol25 entry of this formula, charge and spin) = 0.0 kJ/mol
expectation value of S² = 2.002
HOMO level (alpha / beta) = -0.9132 / -0.9671 Eh
multiplicity = 3

The geometry in XYZ format:
```
8
Properties=species:S:1:pos:R:3:nbo_charge:R:1
O 0.738 -1.549 3.082 -0.2108
C -0.014 -1.106 2.342 1.1118
Ce -2.073 0.330 -0.271 2.6386
O -0.568 -0.478 1.511 -0.8149
C 0.430 0.660 -1.584 -0.5032
H 0.640 -0.408 -1.696 0.2665
H 0.804 1.421 -0.890 0.2646
H 0.043 1.129 -2.494 0.2473
```

***

The following is a DFT calculation (wB97M-V/def2-TZVPD) of 2 unconnected molecules or ions with the total composition C2H3Cl at a distorted geometry.

orbital gap (alpha / beta) = 7.8 / 7.7 eV
relative energy (zero: lowest compared OMol25 entry of this formula, charge and spin) = 785.1 kJ/mol
HOMO level (alpha / beta) = -0.3326 / -0.3311 Eh

The geometry in XYZ format:
```
6
Properties=species:S:1:pos:R:3:nbo_charge:R:1
C -0.746 -1.241 0.161 -0.0569
C 1.443 0.488 0.573 -0.2254
Cl 2.807 -0.257 -0.086 0.0531
H -1.387 -0.628 -0.342 0.0508
H 0.205 -0.631 0.313 0.0593
H 1.417 1.371 -0.105 0.1191
```

***

The following is a DFT calculation (wB97M-V/def2-TZVPD) of 2 unconnected molecules or ions with the total composition C2H3Cl2F at a distorted geometry.

orbital gap = 11.4 eV
relative energy (zero: lowest compared OMol25 entry of this formula, charge and spin) = 344.6 kJ/mol
HOMO level = -0.4002 Eh

The geometry in XYZ format:
```
8
Properties=species:S:1:pos:R:3:nbo_charge:R:1
C -0.239 -0.701 -0.037 -0.7355
C 0.396 0.524 -0.035 0.2575
H -0.399 -1.242 -1.397 0.2826
H -0.042 -1.628 0.872 0.2875
H -1.425 -0.264 0.378 0.2786
F 0.158 1.059 -1.337 -0.3493
Cl -0.531 1.703 0.993 -0.0365
Cl 2.082 0.548 0.563 0.0152
```

***

The following is a DFT calculation (wB97M-V/def2-TZVPD) of a single C2H3Cl2F molecule at a distorted geometry.

orbital gap = 11.5 eV
relative energy (zero: lowest compared OMol25 entry of this formula, charge and spin) = 222.9 kJ/mol
SMILES = FCC(Cl)Cl
HOMO level = -0.3967 Eh

The geometry in XYZ format:
```
8
Properties=species:S:1:pos:R:3:nbo_charge:R:1
F 0.102 1.330 -0.845 -0.3962
C -0.718 0.239 -0.234 -0.0049
C 0.513 -0.357 0.390 -0.3091
Cl 1.622 -1.162 -0.862 -0.0589
Cl 1.268 0.829 1.147 0.1279
H -1.448 -0.348 -0.892 0.2045
H -1.510 0.730 0.242 0.2051
H 0.170 -1.262 1.053 0.2317
```

***

The following is a DFT calculation (wB97M-V/def2-TZVPD) of 2 unconnected molecules or ions with the total composition C2H3Cl2N at a distorted geometry.

orbital gap (alpha / beta) = 10.4 / 8.3 eV
relative energy (zero: lowest compared OMol25 entry of this formula, charge and spin) = 530.1 kJ/mol
HOMO level (alpha / beta) = -0.3918 / -0.3115 Eh

The geometry in XYZ format:
```
8
Properties=species:S:1:pos:R:3:nbo_charge:R:1
C -0.322 0.597 0.359 -0.0563
C -0.185 -0.796 -0.034 0.0195
N 0.264 0.283 -0.850 -0.5565
Cl -1.529 -1.743 -0.708 -0.0122
Cl 1.065 -1.919 0.605 -0.0066
H -0.829 1.438 0.884 0.2481
H 1.903 1.810 1.405 -0.0109
H -0.366 0.330 -1.660 0.3750
```